Arrangement a

Entry from the OMol25 dataset: an isolated molecule of C2H4N2O2 (ωB97M-V with the def2-TZVPD basis set).

Results
frontier orbital gap (spin up / spin down)	8.2901 / 8.2998	eV
LUMO energy (spin up / spin down)	-0.59 / -0.79	eV
HOMO level (spin up / spin down)	-8.88 / -9.09	eV
spin multiplicity	1

Last column: natural (NBO) charge in e.
Element x y z (Å)
C  -0.39036  -0.14157  -0.76555  -0.40
C  0.27977  0.57245  0.50382  -0.08
N  -0.55998  0.78000  -1.74464  -0.14
N  -0.66473  2.62284  -0.31907  0.40
O  -1.16455  3.68811  -0.18112  -0.23
O  -0.49111  1.72745  0.77855  -0.40
H  0.38385  -0.99394  -1.15471  0.22
H  -1.39373  -0.65798  -0.41623  0.21
H  0.03024  -0.17104  1.20032  0.21
H  1.43945  0.65008  0.36016  0.20

***

Arrangement b

Entry from the OMol25 dataset: a structure of composition C2H4N2O2 (ωB97M-V with the def2-TZVPD basis set).

Results
frontier orbital gap	8.0180	eV
LUMO energy	-0.80	eV
HOMO level	-8.82	eV
spin multiplicity	1

Last column: natural (NBO) charge in e.
Element x y z (Å)
C  0.64386  0.16092  -0.56941  -0.47
C  -0.33198  0.43784  0.36212  -0.06
N  -0.75057  -0.41322  1.30087  -0.54
N  -2.30691  0.31563  2.12571  0.64
O  -2.41925  1.45093  1.83763  -0.31
O  -2.69662  -0.35089  3.00452  -0.29
H  1.12904  0.84825  -1.23849  0.22
H  0.90368  -0.86903  -0.59694  0.19
H  -0.67573  1.57054  0.44472  0.24
H  -1.24570  -1.35681  1.09464  0.39

***

Least stable: arrangement a

***

Arrangement a

Entry from the OMol25 dataset: a cluster of 3 separate species, C4H15N2O2 in total (ωB97M-V with the def2-TZVPD basis set).

Results
frontier orbital gap	9.0414	eV
total charge	+1
LUMO energy	-3.04	eV
HOMO level	-12.08	eV
spin multiplicity	1

Last column: natural (NBO) charge in e.
Element x y z (Å)
C  3.46665  0.96527  0.63872  -0.64
C  2.00369  1.41402  0.43494  -0.46
C  1.00496  0.33502  0.41195  0.27
C  0.11242  0.24296  -0.63440  -0.26
N  -0.97733  -0.70284  -0.77268  -0.71
N  0.81577  -0.49127  1.48127  -0.80
H  3.67141  -0.04319  0.24350  0.22
H  3.81979  0.99277  1.66588  0.22
H  4.24328  1.33986  -0.03191  0.25
H  1.96155  2.14662  -0.36706  0.25
H  1.75903  1.95354  1.38532  0.24
H  0.35488  0.92671  -1.42719  0.23
H  -1.17674  -1.41396  -0.03517  0.46
H  -1.85243  -0.15228  -0.70856  0.47
H  -0.93558  -1.15553  -1.68273  0.44
H  0.29080  -1.34468  1.46297  0.39
H  1.49369  -0.43592  2.22530  0.41
H  -3.63364  0.63684  -2.50486  0.50
H  -3.72238  1.31952  -1.22216  0.50
O  -3.31549  0.51701  -1.59715  -0.98
H  -3.48326  -1.91068  -0.23896  0.50
H  -3.08977  -2.67780  1.08534  0.50
O  -2.81131  -2.46200  0.18764  -0.97

***

Arrangement b

Entry from the OMol25 dataset: a cluster of 2 separate species, C4H15N2O2 in total (ωB97M-V with the def2-TZVPD basis set).

Results
frontier orbital gap	10.7783	eV
total charge	+1
LUMO energy	-2.81	eV
HOMO level	-13.59	eV
spin multiplicity	1

Last column: natural (NBO) charge in e.
Element x y z (Å)
C  -1.42691  -0.64563  -1.30462  -0.08
O  -2.75823  -0.59111  -0.78887  -0.73
C  -0.52263  -0.89421  -0.10145  -0.08
C  0.90350  -1.11502  -0.62102  -0.43
C  1.94594  -1.41389  0.45500  -0.22
N  2.00562  -0.31616  1.46906  -0.89
N  -0.57770  0.24620  0.84631  -0.69
H  -1.16668  0.23752  -1.88420  0.19
H  -1.33257  -1.55218  -1.89205  0.21
H  -3.21741  0.17450  -1.14939  0.49
H  -0.77136  -1.83119  0.39198  0.23
H  1.15041  -0.21437  -1.17809  0.20
H  0.99971  -1.84273  -1.42000  0.25
H  2.93086  -1.48419  0.00951  0.21
H  1.61033  -2.26519  1.04340  0.20
H  2.41881  0.52144  1.08303  0.37
H  2.53486  -0.67437  2.24755  0.39
H  -0.21629  -0.05174  1.75413  0.47
H  -1.57540  0.45477  0.97042  0.44
H  -0.02933  1.07027  0.58863  0.46
H  -0.37602  4.27059  -0.42971  0.49
H  1.03984  4.13735  0.02285  0.48
O  0.24761  3.60655  -0.10742  -0.97

***

Arrangement c

Entry from the OMol25 dataset: a cluster of 3 separate species, C4H15N2O2 in total (ωB97M-V with the def2-TZVPD basis set).

Results
frontier orbital gap	8.7503	eV
total charge	+1
LUMO energy	-2.88	eV
HOMO level	-11.63	eV
spin multiplicity	1

Last column: natural (NBO) charge in e.
Element x y z (Å)
C  0.27900  -0.19990  -1.59076  -0.24
C  0.26638  1.10549  -0.78168  -0.47
C  -0.37366  0.99571  0.55965  -0.43
C  0.16275  0.87003  1.79404  0.08
N  -0.55880  0.90138  2.92905  -0.78
N  -0.93945  -1.11820  -1.14954  -0.70
H  1.34138  -0.65951  -1.19630  0.25
H  0.26297  -0.14004  -2.79489  0.24
H  1.32417  1.40019  -0.73069  0.25
H  -0.27259  1.87690  -1.41365  0.23
H  -1.57495  1.18927  0.56452  0.19
H  1.22816  0.44133  1.77750  0.22
H  -1.50744  1.20234  2.86306  0.40
H  -0.17020  0.80295  3.87690  0.42
H  -0.68539  -2.05572  -1.27164  0.44
H  -1.17543  -0.67522  -0.25695  0.48
H  -1.72165  -0.91346  -1.77858  0.44
H  4.97351  0.22436  0.19609  0.47
H  4.68895  1.28180  -0.72572  0.46
O  4.46097  0.46426  -0.48628  -0.93
H  -2.93520  -2.86036  0.27932  0.49
H  -3.98495  -2.08608  -0.44249  0.49
O  -3.08853  -2.04751  -0.22094  -0.97

***

Arrangement d

Entry from the OMol25 dataset: a cluster of 3 separate species, C4H15N2O2 in total (ωB97M-V with the def2-TZVPD basis set).

Results
frontier orbital gap	9.0091	eV
total charge	+1
LUMO energy	-3.04	eV
HOMO level	-12.05	eV
spin multiplicity	1

Last column: natural (NBO) charge in e.
Element x y z (Å)
C  2.91017  -0.06861  -0.30221  -0.61
C  1.69504  0.64954  0.29265  -0.43
C  0.29499  0.11897  0.05199  0.26
C  0.05632  -0.42726  -1.15708  -0.27
N  -1.23778  -0.87572  -1.74098  -0.68
N  -0.56543  0.25406  1.07465  -0.76
H  3.56100  0.57456  -0.88867  0.23
H  2.52627  -0.88132  -0.92053  0.21
H  3.51207  -0.58241  0.44857  0.23
H  1.63851  1.66830  -0.09870  0.24
H  1.84593  0.77244  1.36685  0.22
H  0.82403  -0.61448  -1.88806  0.22
H  -1.14974  -1.80839  -2.12636  0.44
H  -1.85761  -0.78427  -0.92912  0.43
H  -1.76278  -0.22842  -2.34266  0.46
H  -1.54502  0.06796  0.99008  0.39
H  -0.19770  0.42633  1.98891  0.43
H  -1.74873  2.36772  -1.51464  0.50
H  -3.03888  1.85211  -1.08005  0.49
O  -2.18309  1.51261  -1.37802  -0.98
H  -0.66461  -1.92525  3.40897  0.49
H  -1.76864  -0.88527  3.70561  0.48
O  -1.14431  -1.18320  3.03881  -0.97

***

Least stable: arrangement c